Record 1
The following is a DFT calculation (ωB97M-V/def2-TZVPD) of a structure of composition C18H17INO5Ru at a distorted geometry.

Values from the calculation:
E_LUMO (spin up / spin down): -3.76 / -7.05 eV
Charge: +1
Multiplicity: 5
HOMO-LUMO gap (spin up / spin down): 7.7 / 4.6 eV

Element x y z (Å)
1 H 1.1477 -0.2952 2.8033
2 C -1.8457 -1.7315 -0.1759
3 C 1.5795 -0.8255 -0.6793
4 C -2.4923 -2.8923 1.7952
5 C -3.2150 -0.5518 1.3595
6 C 2.3108 1.4306 -1.1362
7 H -4.2004 -0.8174 1.7376
8 C -2.3168 -3.1250 0.2822
9 C 1.4102 0.5373 -0.4854
10 H 2.0005 1.1073 2.6167
11 N 1.0662 0.6986 2.5959
12 C 4.1885 3.1507 -2.3751
13 C 3.3240 0.9176 -2.0045
14 O -1.6515 0.9776 -0.9700
15 C 3.3729 -0.4739 -2.2353
16 H -3.2366 -3.4175 -0.2188
17 H 0.9745 -1.5275 -0.1175
18 O -3.7748 0.8851 -1.6531
19 H -1.6950 -1.1155 2.8995
20 C 2.2858 2.8283 -0.9663
21 C -2.0728 -1.4154 1.9220
22 H -1.5517 -3.8750 0.0787
23 Ru -0.1874 1.0630 0.6226
24 I 0.7784 3.6727 0.3273
25 C -3.0261 0.9863 1.8494
26 H -1.8222 -3.5260 2.3760
27 H -3.9608 -1.2405 -0.5773
28 C 2.5155 -1.3269 -1.5828
29 H 4.1071 -0.8650 -2.9240
30 H -3.5124 -3.0509 2.1371
31 O -4.0258 1.5356 2.2141
32 H 0.5150 1.1408 3.3319
33 H -1.2671 -1.7002 -1.0988
34 H 4.9071 3.8183 -2.8254
35 H 3.1280 4.7456 -1.3909
36 O -1.0551 -1.2942 0.9309
37 H 5.0151 1.3848 -3.2420
38 C 4.2489 1.7988 -2.6030
39 O -1.8324 1.3689 1.8442
40 C -3.0683 -0.8044 -0.1302
41 C 3.1876 3.6799 -1.5566
42 C -2.8175 0.5351 -1.0254
43 H 2.5645 -2.3915 -1.7503

These are the natural (NBO) partial charges, in e, on atoms 1 to 6: 0.405 0.071 -0.208 -0.432 -0.337 -0.050

Record 2
The following is a DFT calculation (ωB97M-V/def2-TZVPD) of a structure of composition C4H5NOS2 at a distorted geometry.

Values from the calculation:
E_LUMO: 0.24 eV
HOMO-LUMO gap: 8.6 eV
Energy relative to the best compared isomer or geometry (same formula, charge and spin): 4.026 eV

Element x y z (Å)
1 S -2.5215 -0.8903 -0.5199
2 S 0.0601 -2.4383 -0.8130
3 C 0.9589 1.0611 -0.1153
4 C -0.9200 -0.0371 -0.4176
5 N 0.1637 -0.8847 -0.3833
6 H -0.7371 -2.9169 0.3612
7 C 1.3830 -0.2273 -0.2398
8 H 2.2623 -0.7883 -0.3234
9 C -0.4578 1.2249 -0.1404
10 H -2.9074 -0.9260 0.9738
11 O 2.0434 1.9357 0.1994
12 H 1.6285 2.7327 1.0602
13 H -0.9560 2.1545 0.3581

These are the natural (NBO) partial charges, in e, on atoms 1 to 6: -0.023 0.232 0.223 -0.011 -0.523 0.122

Record 3
The following is a DFT calculation (ωB97M-V/def2-TZVPD) of a cluster of 14 separate species, C30H93N5O19 in total at a distorted geometry.

Values from the calculation:
E_LUMO: 0.06 eV
HOMO-LUMO gap: 8.7 eV
Energy relative to the best compared isomer or geometry (same formula, charge and spin): 5.026 eV

Element x y z (Å)
1 H -17.9052 -4.7963 11.0574
2 O -24.1766 -3.2250 16.1240
3 C -14.7504 -4.2995 7.2916
4 C -16.3902 -1.9730 8.0868
5 H -13.7187 1.0668 27.4004
6 H -22.5256 -1.9035 28.4603
7 O -21.4366 3.9156 27.5555
8 H -16.5715 -0.9317 7.8202
9 H -28.7590 2.1424 21.1631
10 C -14.9584 2.2595 26.3875
11 H -9.4455 2.2871 28.5096
12 O -29.1099 -0.3758 31.2718
13 H -17.0126 -4.3776 9.1171
14 H -27.2749 -1.9913 31.6355
15 H -13.9930 7.2109 19.1425
16 O -13.2976 5.0375 19.9891
17 H -24.3712 -2.3437 16.4429
18 O -24.0120 -3.0556 29.3953
19 H -28.5272 -3.0630 30.9138
20 H -27.7200 -0.3299 29.7582
21 C -14.7927 -1.9850 7.9239
22 O -19.0119 -3.1484 10.8884
23 H -19.5519 1.7672 17.6670
24 C -22.1676 2.1596 18.7180
25 H -17.4783 -0.3479 24.8244
26 C -19.8170 0.8116 17.2148
27 H -14.9174 -0.4353 12.7845
28 C -22.7534 1.9997 20.1819
29 H -14.5971 -1.5771 6.9322
30 H -27.4205 -0.8561 23.0975
31 C -30.1344 0.6273 31.1002
32 H -13.6095 4.1204 21.7434
33 H -27.2339 0.3528 26.7611
34 H -14.5419 -4.1888 6.2274
35 H -29.0633 -1.3489 29.3905
36 H -12.8798 3.0675 20.6412
37 C -15.7714 5.6127 18.3515
38 C -21.2646 0.8270 16.9060
39 N -22.0330 0.8168 18.1581
40 H -29.9412 3.0852 21.0886
41 H -14.4954 6.7849 17.0589
42 C -12.8168 4.0964 20.9956
43 C -13.4572 2.9059 28.1389
44 H -15.9614 -0.5578 11.6951
45 H -11.4895 3.5197 27.5630
46 H -11.9877 3.8618 29.1670
47 H -19.2390 0.7423 16.2932
48 C -12.2668 5.8788 19.5105
49 H -22.1281 1.5805 22.8713
50 N -13.6910 2.0257 27.0843
51 H -16.6543 -1.6472 25.6017
52 H -14.0028 4.2905 18.0004
53 C -14.5758 5.1017 17.5514
54 C -13.1546 6.8189 18.5668
55 H -25.0230 -3.6719 16.1220
56 H -23.8590 1.2084 22.3661
57 H -21.8124 -3.8528 17.9702
58 H -22.1288 5.9980 14.9300
59 H -22.6080 -0.0504 22.6539
60 H -11.4191 5.4488 18.9771
61 C -28.4261 -1.0245 30.2132
62 H -24.0419 -1.7726 20.1010
63 H -23.8419 2.0217 20.1280
64 O -11.4134 1.8153 28.9033
65 N -26.8682 -2.7466 29.6561
66 H -14.3331 -5.2880 7.4832
67 C -10.0449 1.8399 29.3026
68 H -21.4087 0.0080 16.2013
69 H -15.8353 -4.3465 7.3859
70 H -20.9487 3.5213 26.8325
71 H -20.0890 -4.6744 11.9209
72 H -20.6535 6.0972 15.2545
73 H -20.6550 -3.0250 18.4868
74 C -23.0409 -2.8579 28.3523
75 H -17.8679 -1.8982 9.5882
76 H -25.3678 -4.1974 28.0097
77 H -21.2376 2.7207 18.8090
78 C -15.2649 1.2469 25.2204
79 C -19.8928 -3.6022 11.9218
80 H -16.4647 4.7924 18.5370
81 H -16.8970 -2.6122 7.3639
82 H -25.9549 -4.1442 30.9491
83 H -14.3339 -1.3063 8.6430
84 H -14.3340 0.9772 24.7216
85 H -11.8480 4.3171 21.4439
86 H -17.2818 -0.4092 17.9140
87 H -31.0556 0.1663 30.7437
88 H -20.8843 -3.1513 11.9621
89 O -21.4191 5.5356 15.3757
90 H -23.9244 -3.2466 20.4255
91 H -30.3138 1.3031 31.9364
92 H -11.8564 6.3594 20.3986
93 O -16.3775 6.7010 17.6196
94 C -18.1361 -0.3197 18.5851
95 C -26.2204 -4.0848 29.8935
96 H -17.9626 6.6859 18.9417
97 H -17.9364 7.7915 17.5834
98 H -27.8612 -1.0211 26.8649
99 C -17.3156 7.3403 18.3575
100 H -15.0787 4.7526 16.6495
101 C -16.4819 -0.6984 25.0937
102 H -9.8254 2.2546 30.2864
103 C -27.7554 -2.3198 30.7139
104 O -19.4984 -0.3375 18.0878
105 H -23.5839 -2.6323 27.4345
106 H -21.4099 1.7430 16.3333
107 C -16.8199 -3.6198 9.8765
108 H -15.9857 -0.9761 24.1638
109 H -15.7831 -3.7021 10.2025
110 H -24.3650 -5.0116 29.3699
111 C -22.8017 0.9565 22.2840
112 O -15.7138 -0.0233 12.4496
113 O -27.5965 -0.6264 22.1851
114 N -13.7044 6.2381 17.3678
115 H -22.9353 2.7428 18.2094
116 H -15.5726 5.8102 19.4049
117 H -9.7053 0.8046 29.2739
118 O -15.8654 0.1847 25.9344
119 H -19.3499 -3.3925 12.8434
120 H -15.0412 3.2935 26.0528
121 H -21.4309 0.4662 18.8893
122 H -12.4076 7.5498 18.2572
123 O -21.1899 -3.7911 18.6946
124 H -26.7489 -0.7112 21.7485
125 H -15.9061 1.6078 24.4162
126 H -18.1456 -0.9712 19.4589
127 O -24.5153 -2.4981 20.5081
128 H -21.9332 4.6266 27.1504
129 H -29.8016 1.2081 30.2400
130 H -13.8559 3.9063 27.9709
131 H -22.3837 2.8977 20.6770
132 N -16.9220 -2.2084 9.4174
133 H -17.3330 -3.3825 11.9956
134 H -14.0810 2.5575 28.9620
135 H -16.7733 8.0875 18.9370
136 O -27.3994 -0.4438 26.2569
137 O -22.3217 0.8287 20.8631
138 C -11.9372 3.0515 28.4396
139 H -17.9606 0.6813 18.9793
140 H -26.0770 -2.1238 29.7356
141 C -24.8980 -4.1392 28.9915
142 O -14.1985 -3.2911 8.1051
143 O -28.9927 3.0492 20.9649
144 H -22.3207 -3.6635 28.2094
145 C -17.7705 -3.7147 11.0541
146 H -26.8805 -4.8744 29.5344
147 H -15.8491 2.1482 27.0059

These are the Löwdin partial charges, in e, on atoms 1 to 6: 0.118 -0.053 -0.134 -0.202 0.120 0.082

Record 4
The following is a DFT calculation (ωB97M-V/def2-TZVPD) of a structure of composition C4H4Br2 at a distorted geometry.

Values from the calculation:
E_LUMO: 0.58 eV
HOMO-LUMO gap: 9.7 eV
Energy relative to the best compared isomer or geometry (same formula, charge and spin): 2.420 eV

Element x y z (Å)
1 Br -3.5838 0.3574 -0.0356
2 C 1.0283 -0.8934 -0.0782
3 H -1.5477 1.7257 0.6019
4 H -1.2372 -1.1703 -0.3904
5 Br 1.7909 1.8364 -0.0189
6 C 2.0223 -0.0445 -0.0664
7 C -0.7858 -0.2549 -0.0225
8 H 1.0160 -1.9589 -0.1225
9 C -1.7686 0.7357 0.2339
10 H 3.0657 -0.3333 -0.1014

These are the natural (NBO) partial charges, in e, on atoms 1 to 6: 0.077 -0.147 0.222 0.175 0.067 -0.305

Record 5
The following is a DFT calculation (ωB97M-V/def2-TZVPD) of a cluster of 2 separate species, C17H23NO7S in total at a distorted geometry.

Values from the calculation:
E_LUMO: -0.61 eV
HOMO-LUMO gap: 8.8 eV
Energy relative to the best compared isomer or geometry (same formula, charge and spin): 6.387 eV

Element x y z (Å)
1 C 1.5084 1.7427 -4.1505
2 H 4.0347 -1.0012 0.1750
3 C 3.0689 -0.6536 -0.1831
4 H 2.8473 2.6747 0.3987
5 O 0.7177 2.2309 1.9460
6 C 1.8274 0.3128 -4.3637
7 H 1.0853 -0.1267 -1.8447
8 C 2.6640 -1.5065 -1.3766
9 C 3.3942 1.7642 0.6367
10 C 0.4281 2.1788 -3.5025
11 C 0.6547 0.6124 4.1544
12 C -0.5012 1.1583 4.5217
13 H 0.2397 -2.3432 -3.4215
14 H -1.3896 0.6888 4.1314
15 O -2.0786 -1.6538 3.4179
16 H 1.9427 -2.1855 -3.6754
17 C -3.5834 -1.2603 1.7233
18 O 2.9176 1.1674 1.8516
19 C 3.2519 0.8161 -0.5606
20 H 2.3343 -0.7667 0.6060
21 H -0.1494 1.5612 -2.8332
22 C -5.0915 -0.9349 -0.0930
23 H -3.1112 -1.7227 -0.3181
24 O -1.4730 -2.1165 1.4100
25 C -6.0401 -0.4474 0.7960
26 C 1.2532 -1.1986 -1.8931
27 C -5.7495 -0.3628 2.1509
28 H 0.1081 3.2020 -3.6348
29 H 4.4287 2.0672 0.7735
30 H 4.1779 0.8779 -1.1298
31 N -2.2767 -1.7123 2.2212
32 H -6.4881 0.0194 2.8415
33 S 1.9675 2.2432 2.6577
34 H -7.0093 -0.1333 0.4318
35 H 0.5167 -1.6844 -1.2630
36 C -4.5129 -0.7720 2.6223
37 C -3.8518 -1.3437 0.3698
38 H -0.5894 2.0394 5.1379
39 O 0.8002 -0.5636 -4.2577
40 H 2.4765 1.1853 -1.2230
41 H -4.2840 -0.7105 3.6757
42 O 1.8374 1.3348 4.0222
43 H 2.2216 2.4460 -4.5468
44 H 0.7285 -0.4535 3.9933
45 H -5.3187 -0.9986 -1.1480
46 H 2.6502 -2.5493 -1.0596
47 O 2.9632 -0.0280 -4.6538
48 H 3.3921 -1.4536 -2.1824
49 C 1.0592 -1.6403 -3.3516

These are the natural (NBO) partial charges, in e, on atoms 1 to 6: -0.317 0.206 -0.395 0.185 -0.930 0.755

Record 6
The following is a DFT calculation (ωB97M-V/def2-TZVPD) of a cluster of 2 separate species, C3H10N3Si in total at a distorted geometry.

Values from the calculation:
E_LUMO: -5.07 eV
Charge: +1
HOMO-LUMO gap: 9.4 eV
Energy relative to the best compared isomer or geometry (same formula, charge and spin): 2.291 eV

Element x y z (Å)
1 H -2.1872 -0.9641 0.6298
2 N 1.9803 -1.5076 0.5838
3 C 0.8590 1.5541 0.7022
4 H -0.3563 -0.8782 -2.1194
5 N 2.7638 -1.1302 1.2568
6 H 0.5139 2.3132 1.3945
7 C -1.9970 0.0448 1.0704
8 H 0.1051 0.6983 -2.6198
9 C -0.5179 0.1259 -1.9283
10 H -1.7030 -0.0659 2.0780
11 H -1.5409 0.2973 -2.1808
12 N 1.2208 -1.8330 -0.2430
13 H -2.9055 0.6687 1.0176
14 H 1.6428 0.9482 1.2336
15 Si -0.5383 0.5702 -0.0751
16 H 1.3983 1.9288 -0.2277
17 H 1.2618 -2.7705 -0.5728

These are the natural (NBO) partial charges, in e, on atoms 1 to 6: 0.267 0.261 -1.222 0.282 -0.012 0.292

Record 7
The following is a DFT calculation (ωB97M-V/def2-TZVPD) of a cluster of 3 separate species, C5H17N3 in total at a distorted geometry.

Values from the calculation:
E_LUMO (spin up / spin down): 0.04 / 0.76 eV
HOMO-LUMO gap (spin up / spin down): 6.0 / 7.7 eV
Energy relative to the best compared isomer or geometry (same formula, charge and spin): 5.057 eV

Element x y z (Å)
1 H 0.8184 -2.0812 1.7888
2 N 1.4508 -0.8250 -1.2508
3 N -0.1748 2.3586 0.9320
4 N 1.0159 1.8135 -1.0405
5 H -2.4544 0.0462 1.1347
6 H 1.8516 -0.6718 1.5145
7 C 0.7713 -1.3203 -0.2018
8 H -1.0237 2.0176 1.3645
9 H -3.3476 -0.6500 -1.0505
10 C 1.4857 -1.6014 1.0756
11 H 1.0092 -0.8786 -2.1578
12 C -2.2628 -0.6488 -0.9182
13 H -1.8540 0.2192 -1.4454
14 C 0.6186 1.3029 0.2978
15 H 0.1306 -2.1407 -0.5241
16 H -1.8035 -1.6175 0.9739
17 H 2.2387 -0.1830 -1.0372
18 H 1.5755 1.3656 0.8482
19 H -1.9142 -1.5572 -1.4181
20 H 0.3466 2.9771 1.5476
21 H 1.6053 2.6450 -0.9980
22 H 2.3709 -2.2230 0.9074
23 H 0.1682 2.1689 -1.4830
24 C -1.8184 -0.6170 0.5388
25 H -0.8040 0.1008 0.6016

These are the natural (NBO) partial charges, in e, on atoms 1 to 6: 0.232 -0.714 -0.918 -0.900 0.198 0.239

Record 8
The following is a DFT calculation (ωB97M-V/def2-TZVPD) of the molecule C5H11N2O at a distorted geometry.

Values from the calculation:
E_LUMO (spin up / spin down): 0.88 / -1.39 eV
Multiplicity: 2
HOMO-LUMO gap (spin up / spin down): 8.9 / 6.7 eV
Energy relative to the best compared isomer or geometry (same formula, charge and spin): 1.452 eV

Element x y z (Å)
1 C 0.3216 -1.9704 -1.1171
2 H -0.2786 -1.3274 -1.7755
3 O 0.9242 -2.9365 -1.7849
4 N -1.2751 1.5637 -0.5802
5 H 0.2008 0.2777 2.2092
6 H -2.3816 1.4402 1.4765
7 C -0.4995 0.7440 1.5290
8 C -0.2778 0.8957 0.2203
9 H -0.8649 2.3770 -1.0204
10 C 1.0703 0.5338 -0.3634
11 H -0.1822 -2.3161 -0.1980
12 H -1.6012 0.9249 -1.2723
13 H 1.8198 0.9557 0.3066
14 N -1.6989 1.1157 2.1515
15 C 1.4150 -0.9873 -0.4208
16 H -2.0055 0.4533 2.8276
17 H 1.2428 0.7992 -1.4007
18 H 2.1838 -1.0477 -1.2036
19 H 1.8871 -1.4955 0.4163

These are the natural (NBO) partial charges, in e, on atoms 1 to 6: -0.113 0.144 -0.316 -0.858 0.189 0.395

no.,E_tot (a.u.)
1,-1519.3435
2,-1081.6453
3,-2901.6911
4,-5302.7069
5,-1640.9945
6,-573.7201
7,-364.7630
8,-381.7443